C4H10OS2 | ωB97M-V with the def2-TZVPD basis set

For the energy above the lowest of the compared OMol25 structures with the same formula, charge and spin, the calculation gives 170.5 kJ/mol. Its multiplicity is 1. The calculation puts the HOMO energy at -8.97 eV. As for the HOMO-LUMO gap: 8.29 eV. For the lowest unoccupied orbital energy, the calculation gives -0.68 eV. The total energy is -28026.8245 eV. Its structure (SMILES) is CSSCCCO.

Last column: natural (NBO) charge in e.
CARTESIAN COORDINATES (ANGSTROEM)
C1 0.6094 -0.7852 1.1358  -0.450
C2 1.0277 -2.0168 0.3116  -0.062
O1 2.3772 -2.0107 -0.1333  -0.727
C3 0.9209 0.5163 0.3696  -0.536
S1 0.1583 0.4576 -1.2914  0.062
S2 -2.0622 0.4286 -0.4109  0.126
C4 -2.4032 2.0372 -0.9554  -0.819
H1 -0.4592 -0.7789 1.3300  0.223
H2 1.1957 -0.9887 2.0523  0.218
H3 1.0083 -2.8131 1.0446  0.178
H4 0.3493 -2.2005 -0.5152  0.173
H5 2.5858 -1.2958 -0.7439  0.464
H6 1.9886 0.6835 0.2264  0.227
H7 0.3547 1.3378 0.7957  0.231
H8 -1.9822 2.7884 -0.2807  0.214
H9 -2.1911 2.4055 -1.9646  0.242
H10 -3.4780 2.2348 -0.9707  0.238